[1]
Density functional theory data (ωB97M-V/def2-TZVPD) for a molecular structure, C12H33FeNO16P2 at a distorted geometry.

Summary:
- LUMO (alpha / beta): 8.1 / 8.1 eV
- Spin multiplicity: 5
- Highest occupied orbital energy (alpha / beta): 5.71 / 5.73 eV
- Total charge: -4

The geometry in XYZ format:
```
65
C12H33FeNO16P2, DFT ωB97M-V/def2-TZVPD
Fe -1.14 -0.62 1.37
P 0.28 -3.20 0.24
O 1.27 -3.90 -0.64
O 0.16 -1.62 0.31
O 0.63 -3.91 1.50
O -0.95 -4.06 -0.06
P -0.79 1.89 1.30
O 0.24 0.81 1.81
O -1.72 0.97 0.47
O 0.27 2.81 0.63
O -1.31 2.93 2.26
C -2.05 -0.90 4.39
C -1.23 -2.22 4.03
O -0.34 -1.93 2.96
O -2.69 -0.38 3.21
H -1.40 -0.08 4.69
H -2.71 -0.97 5.26
H -1.95 -3.00 3.82
H -0.59 -2.46 4.88
H 0.03 -2.76 2.65
H -3.37 0.23 3.51
C -2.27 2.00 -2.47
C -3.78 1.82 -2.22
O -4.09 1.48 -0.81
O -1.73 0.72 -2.22
H -1.79 2.61 -1.70
H -2.03 2.30 -3.48
H -4.23 1.06 -2.86
H -4.20 2.79 -2.48
H -3.26 1.29 -0.36
H -1.82 0.57 -1.28
C -3.41 -2.63 -1.49
C -3.89 -2.08 -0.21
O -2.73 -2.17 0.68
O -3.07 -4.00 -1.62
H -2.63 -2.00 -1.91
H -4.32 -2.54 -2.09
H -4.66 -2.71 0.23
H -4.20 -1.04 -0.39
H -2.25 -2.96 0.41
H -2.23 -4.13 -1.17
C 3.75 3.76 -1.38
O 2.75 2.78 -0.94
C 2.28 2.09 -2.06
C 1.36 0.99 -1.62
N 1.87 0.19 -0.47
C 3.03 -0.60 -0.90
C 4.42 0.16 -0.64
O 4.24 0.76 0.60
C 5.47 1.35 1.02
H 3.29 4.50 -2.03
H 4.57 3.36 -1.98
H 4.22 4.12 -0.47
H 3.09 1.80 -2.73
H 1.72 2.83 -2.63
H 1.08 0.45 -2.53
H 0.44 1.45 -1.26
H 1.18 -0.52 -0.28
H 2.89 -0.83 -1.95
H 3.11 -1.47 -0.24
H 4.69 0.77 -1.50
H 5.14 -0.66 -0.54
H 6.36 0.73 0.90
H 5.46 1.72 2.05
H 5.52 2.26 0.42
```



[2]
Density functional theory data (ωB97M-V/def2-TZVPD) for 5 unconnected molecules or ions with the total composition C21H45N2O19P5 at a distorted geometry.

Summary:
- Structure (SMILES): O=P(O)(O)Cc1ccc2nccnc2c1.COP(=O)(OC)OC.COP(=O)(OC)OC.COP(=O)(OC)OC.COP(=O)(OC)OC
- LUMO: -1.4 eV
- Spin multiplicity: 1
- Highest occupied orbital energy: -8.72 eV

The geometry in XYZ format:
```
92
C21H45N2O19P5, DFT ωB97M-V/def2-TZVPD
O 1.90 -2.68 3.27
P 2.69 -1.58 2.69
O 3.77 -1.06 3.73
O 3.38 -2.08 1.35
C 1.59 -0.16 2.32
C 0.22 -0.44 2.90
C -0.05 0.04 4.21
C -1.27 -0.21 4.76
C -2.26 -0.92 4.05
N -3.46 -1.13 4.66
C -4.33 -1.76 3.93
C -4.05 -2.19 2.61
N -2.91 -2.05 1.98
C -2.00 -1.38 2.75
C -0.73 -1.12 2.20
H 3.39 -1.03 4.61
H 2.86 -2.84 1.06
H 1.96 0.73 2.83
H 1.56 0.05 1.25
H 0.71 0.59 4.74
H -1.50 0.15 5.75
H -5.31 -1.95 4.35
H -4.85 -2.68 2.07
H -0.49 -1.46 1.21
C -9.65 -0.06 1.26
O -8.82 -0.33 0.13
P -7.32 0.30 0.15
O -6.72 -0.21 1.40
O -7.89 1.84 0.31
C -8.83 2.35 -0.64
O -6.04 0.78 -0.73
C -5.28 1.88 -0.23
H -9.97 -1.01 1.68
H -9.14 0.52 2.03
H -10.53 0.49 0.93
H -9.65 2.82 -0.10
H -9.23 1.57 -1.28
H -8.34 3.10 -1.26
H -5.12 1.78 0.84
H -5.77 2.82 -0.46
H -4.32 1.84 -0.74
C 4.48 0.92 -2.06
O 4.88 0.04 -1.00
P 5.31 0.75 0.42
O 4.03 1.49 0.66
O 6.50 1.65 -0.28
C 7.60 1.00 -0.92
O 5.92 0.94 1.94
C 6.27 2.27 2.33
H 3.48 0.64 -2.38
H 4.49 1.97 -1.77
H 5.17 0.79 -2.90
H 7.74 1.45 -1.90
H 7.43 -0.07 -1.05
H 8.50 1.15 -0.32
H 5.50 2.98 2.02
H 7.23 2.56 1.92
H 6.33 2.26 3.42
C -3.13 -8.19 1.02
O -4.36 -7.47 1.21
P -4.91 -6.62 -0.06
O -5.04 -7.62 -1.15
O -3.56 -5.71 -0.21
C -3.07 -4.97 0.93
O -5.93 -5.43 -0.47
C -5.60 -4.69 -1.65
H -3.33 -9.24 1.25
H -2.75 -8.10 0.01
H -2.39 -7.80 1.72
H -2.00 -5.16 1.02
H -3.55 -5.28 1.85
H -3.23 -3.92 0.77
H -5.27 -5.35 -2.45
H -4.83 -3.95 -1.44
H -6.51 -4.18 -1.96
C 7.75 3.37 -5.72
O 7.89 3.95 -4.41
P 6.52 4.52 -3.73
O 5.60 3.37 -3.72
O 6.24 5.56 -4.98
C 7.25 6.49 -5.37
O 5.89 5.54 -2.63
C 4.62 6.11 -2.94
H 8.13 2.35 -5.67
H 6.73 3.35 -6.07
H 8.36 3.94 -6.42
H 7.36 6.44 -6.45
H 8.21 6.28 -4.91
H 6.93 7.50 -5.09
H 3.94 5.36 -3.35
H 4.72 6.95 -3.63
H 4.21 6.48 -2.00
```



[3]
Density functional theory data (ωB97M-V/def2-TZVPD) for a molecular structure, C34H22BrIN4O9S2Y.

Summary:
- LUMO: 2.3 eV
- Energy relative to the best compared isomer or geometry (same formula, charge and spin): 64.20 kJ/mol
- Spin multiplicity: 1
- Highest occupied orbital energy: -5.24 eV
- Total charge: -1

The geometry in XYZ format:
```
74
C34H22BrIN4O9S2Y, DFT ωB97M-V/def2-TZVPD
Y 0.35 0.14 -0.60
O -1.89 -3.78 -1.76
C -2.08 -4.32 -0.54
C -2.73 -5.56 -0.50
C -2.96 -6.18 0.71
C -2.57 -5.58 1.90
C -1.94 -4.36 1.86
C -1.67 -3.71 0.65
C -0.91 -2.44 0.66
O -0.70 -1.84 -0.48
N -0.45 -1.99 1.80
N 0.30 -0.85 1.57
C 0.77 -0.26 2.62
C 1.72 0.83 2.55
C 1.95 1.59 3.71
C 2.89 2.60 3.75
C 3.66 2.84 2.60
C 3.48 2.10 1.46
C 2.49 1.08 1.38
O 2.34 0.42 0.27
H -1.46 -2.90 -1.60
H -3.04 -6.01 -1.43
H -3.47 -7.14 0.73
H -2.77 -6.07 2.85
H -1.62 -3.87 2.77
H 0.45 -0.60 3.61
H 1.35 1.37 4.59
H 3.04 3.18 4.64
H 4.40 3.63 2.61
H 4.06 2.29 0.56
O 0.63 2.72 -0.31
S -0.72 3.00 0.18
O -1.48 3.95 -0.58
N -1.39 1.55 0.39
C -1.90 1.39 1.66
O -2.55 0.45 2.05
C -1.47 2.53 2.56
C -1.69 2.65 3.92
C -1.12 3.73 4.57
C -0.35 4.66 3.88
C -0.15 4.55 2.51
C -0.72 3.46 1.88
H -2.28 1.90 4.44
H -1.26 3.84 5.64
H 0.10 5.49 4.42
H 0.45 5.27 1.97
Br 1.24 -4.78 -4.26
C 1.42 -4.72 -2.39
C 1.15 -5.88 -1.67
C 1.26 -5.88 -0.29
C 1.65 -4.72 0.37
C 1.91 -3.57 -0.35
C 1.79 -3.55 -1.74
I 2.11 -1.71 -2.71
H 0.83 -6.77 -2.19
H 1.01 -6.77 0.27
H 1.71 -4.70 1.45
H 2.19 -2.66 0.18
O -2.11 0.56 -4.66
S -1.81 1.49 -3.60
O -2.88 1.91 -2.74
N -0.51 0.97 -2.75
C 0.60 1.65 -3.05
O 1.70 1.34 -2.57
C 0.35 2.82 -3.94
C 1.25 3.79 -4.36
C 0.77 4.82 -5.16
C -0.57 4.88 -5.52
C -1.47 3.90 -5.10
C -0.98 2.89 -4.30
H 2.29 3.73 -4.05
H 1.44 5.60 -5.49
H -0.93 5.69 -6.13
H -2.52 3.94 -5.37
```



[4]
Density functional theory data (ωB97M-V/def2-TZVPD) for 2 unconnected molecules or ions with the total composition C6H13FS2 at a distorted geometry.

Summary:
- Structure (SMILES): CC[C@@H](C)F.CSC=S
- LUMO: -0.2 eV
- Spin multiplicity: 1
- Highest occupied orbital energy: -8.05 eV

The geometry in XYZ format:
```
22
C6H13FS2, DFT ωB97M-V/def2-TZVPD
C 1.06 -0.11 -0.06
C 2.34 0.13 -0.81
C 3.55 -0.02 0.07
C 4.90 0.23 -0.63
F 3.45 0.83 1.19
H 0.11 -0.04 -0.62
H 1.07 -1.13 0.42
H 0.93 0.60 0.75
H 2.39 -0.57 -1.70
H 2.42 1.11 -1.28
H 3.58 -1.03 0.53
H 5.74 -0.01 0.06
H 5.01 -0.39 -1.53
H 5.00 1.24 -0.98
C -4.18 1.62 -0.03
S -3.67 -0.11 -0.31
C -2.06 -0.10 0.32
S -1.10 -1.42 0.28
H -4.34 1.72 1.04
H -5.19 1.78 -0.46
H -3.46 2.30 -0.47
H -1.74 0.91 0.71
```



[5]
Density functional theory data (ωB97M-V/def2-TZVPD) for a single C18H24N2O5S molecule.

Summary:
- Structure (SMILES): CCSCCOC(=O)C1=C(C)NC(=O)N[C@H]1c1cc(OC)ccc1OC
- LUMO: 0.6 eV
- Energy relative to the best compared isomer or geometry (same formula, charge and spin): 48.25 kJ/mol
- Spin multiplicity: 1
- Highest occupied orbital energy: -8.08 eV

The geometry in XYZ format:
```
50
C18H24N2O5S, DFT ωB97M-V/def2-TZVPD
C -4.24 -0.46 5.19
C -2.96 -0.57 4.38
S -2.54 1.05 3.63
C -1.54 0.49 2.22
C -0.18 -0.04 2.66
O 0.63 -0.31 1.53
C 0.42 -1.48 0.89
O -0.36 -2.31 1.31
C 1.20 -1.55 -0.34
C 1.26 -2.64 -1.14
C 0.61 -3.95 -0.88
N 1.96 -2.58 -2.32
C 2.76 -1.52 -2.72
O 3.39 -1.57 -3.75
N 2.78 -0.48 -1.87
C 1.90 -0.26 -0.74
C 0.85 0.79 -1.06
C -0.14 0.50 -1.99
C -1.14 1.42 -2.28
O -2.15 1.22 -3.17
C -2.20 0.00 -3.86
C -1.13 2.65 -1.62
C -0.14 2.95 -0.71
C 0.87 2.04 -0.42
O 1.90 2.27 0.45
C 1.87 3.44 1.22
H -5.06 -0.15 4.55
H -4.13 0.28 5.98
H -4.49 -1.42 5.63
H -3.07 -1.28 3.57
H -2.13 -0.87 5.02
H -2.10 -0.27 1.68
H -1.41 1.36 1.58
H -0.31 -0.96 3.25
H 0.35 0.70 3.25
H 1.38 -4.72 -0.77
H -0.03 -4.23 -1.71
H 0.02 -3.91 0.03
H 2.01 -3.41 -2.90
H 3.32 0.32 -2.17
H 2.50 0.11 0.10
H -0.12 -0.47 -2.46
H -3.07 0.06 -4.51
H -1.30 -0.16 -4.47
H -2.32 -0.85 -3.17
H -1.91 3.36 -1.84
H -0.16 3.92 -0.22
H 2.73 3.38 1.89
H 0.95 3.51 1.82
H 1.96 4.34 0.60
```



[6]
Density functional theory data (ωB97M-V/def2-TZVPD) for 2 unconnected molecules or ions with the total composition CH6S3 at a distorted geometry.

Summary:
- Structure (SMILES): CS.SS
- LUMO: 0.1 eV
- Energy relative to the best compared isomer or geometry (same formula, charge and spin): 47.88 kJ/mol
- Spin multiplicity: 1
- Highest occupied orbital energy: -9.06 eV

The geometry in XYZ format:
```
10
CH6S3, DFT ωB97M-V/def2-TZVPD
C -0.46 -1.46 0.80
S 0.20 -3.16 1.22
H 0.29 -0.85 1.30
H -1.36 -1.24 1.37
H -0.53 -1.26 -0.26
H 0.24 -3.51 -0.07
S 0.99 1.99 -0.38
S -0.92 1.92 -1.27
H 0.50 1.40 0.74
H -1.23 3.24 -1.04
```



[7]
Density functional theory data (ωB97M-V/def2-TZVPD) for 2 unconnected molecules or ions with the total composition C6H12.

Summary:
- Structure (SMILES): CC1(C)C=CC1.[H][H]
- LUMO: 1.0 eV
- Energy relative to the best compared isomer or geometry (same formula, charge and spin): 346.70 kJ/mol
- Spin multiplicity: 1
- Highest occupied orbital energy: -8.87 eV

The geometry in XYZ format:
```
18
C6H12, DFT ωB97M-V/def2-TZVPD
C -1.26 -1.05 0.33
C -0.45 0.11 -0.27
C -1.33 1.23 -0.79
C 0.68 0.52 0.63
C 1.52 -0.39 0.09
C 0.68 -0.53 -1.15
H -1.84 -1.53 -0.46
H -0.59 -1.80 0.76
H -1.95 -0.73 1.12
H -1.94 0.89 -1.64
H -0.72 2.08 -1.10
H -2.00 1.56 0.01
H 0.78 1.39 1.27
H 2.36 -0.97 0.45
H 0.54 -1.50 -1.63
H 1.01 0.22 -1.88
H 2.24 0.47 2.18
H 2.81 0.49 1.69
```



[8]
Density functional theory data (ωB97M-V/def2-TZVPD) for 2 unconnected molecules or ions with the total composition C17H23F3N3O8PS at a distorted geometry.

Summary:
- LUMO: -2.6 eV
- Spin multiplicity: 1
- Highest occupied orbital energy: -7.89 eV

The geometry in XYZ format:
```
56
C17H23F3N3O8PS, DFT ωB97M-V/def2-TZVPD
C -4.75 -0.32 -0.81
C -3.66 0.22 -1.01
C -2.18 0.66 -1.08
C -1.83 2.03 -1.63
C -2.90 3.05 -2.18
P -2.84 2.90 -4.07
O -4.05 3.44 -4.75
O -1.37 3.56 -4.64
O -2.74 1.24 -4.45
C -0.37 2.41 -1.65
C 0.64 1.42 -1.17
N 2.05 1.80 -1.24
C 2.53 2.20 0.13
C 3.92 1.45 0.40
N 0.32 0.12 -0.66
N 1.39 -0.66 -0.30
C 1.42 -1.03 1.11
C 2.38 -2.19 1.59
O 0.73 -0.49 1.96
C 1.74 -1.73 -1.25
C 2.82 -1.34 -2.37
O 1.34 -2.88 -1.25
C -1.04 -0.26 -0.63
C -1.48 -1.67 -0.09
C -2.20 -1.40 1.35
H -5.70 -0.87 -0.65
H -2.65 4.13 -1.91
H -3.96 2.77 -1.86
H -0.72 2.83 -4.54
H -1.83 1.04 -4.77
H -0.08 3.41 -2.08
H 2.09 2.59 -1.89
H 1.79 1.77 0.89
H 2.59 3.32 0.26
H 3.75 0.59 1.13
H 4.71 2.10 0.88
H 4.35 0.99 -0.54
H 3.37 -2.07 1.04
H 1.97 -3.20 1.25
H 2.49 -2.23 2.71
H 2.65 -0.27 -2.72
H 2.77 -2.02 -3.27
H 3.86 -1.35 -1.91
H -0.63 -2.37 0.13
H -2.29 -2.13 -0.74
H -3.29 -1.65 1.35
H -2.09 -0.29 1.60
H -1.62 -1.93 2.18
C -0.07 -1.38 5.48
F -0.12 -0.58 4.39
F 1.13 -1.13 6.07
F -1.01 -0.91 6.33
S -0.30 -3.16 5.04
O 0.80 -3.46 4.12
O -1.62 -3.22 4.42
O -0.22 -3.87 6.30
```